13
Properties=species:S:1:pos:R:3:mulliken_charge:R:1 method="wB97M-V/def2-TZVPD" charge=0 gap_ev="8.785 / 8.786" e_homo_ev="-9.091 / -9.091"
C -0.192 1.566 -0.180 -0.083
C 1.946 0.687 0.294 0.792
C 3.196 0.308 0.550 -0.477
C -0.391 0.114 0.121 -0.485
C 1.012 -0.443 0.029 -0.627
N 0.951 2.046 -0.006 -0.446
O 5.015 -0.350 -1.045 -0.494
S 4.668 -0.318 0.410 0.170
H -1.083 2.235 -0.184 0.354
H -0.730 0.049 1.107 0.286
H -1.054 -0.588 -0.456 0.291
H 1.073 -0.713 -0.969 0.294
H 1.155 -1.266 0.663 0.426

---

17
Properties=species:S:1:pos:R:3:mulliken_spin:R:1 method="wB97M-V/def2-TZVPD" charge=+1 gap_ev="8.847 / 5.179" spin_multiplicity=2 e_homo_ev="-13.376 / -13.376"
C -1.192 -1.850 -1.743 0.429
C 0.007 -1.455 -1.215 0.057
N 0.454 -1.353 0.108 0.417
C 1.825 -1.449 0.519 -0.008
H -2.063 -1.805 -1.081 0.025
H -1.125 -2.220 -2.762 0.023
H 0.877 -1.335 -1.889 0.010
H -0.201 -1.771 0.864 -0.016
H 2.120 -0.444 0.866 0.027
H 2.018 -2.302 1.276 0.011
H 2.479 -1.665 -0.358 0.005
H -1.537 5.123 0.764 0.000
H -0.680 4.050 1.239 0.000
O -1.053 4.837 1.577 0.000
H -0.095 0.636 0.260 0.005
H -1.407 1.418 0.848 -0.001
O -0.427 1.586 0.726 0.014

---

48
Properties=species:S:1:pos:R:3:mulliken_charge:R:1 method="wB97M-V/def2-TZVPD" smiles="COc1ccccc1CNC(=O)c1ccc(OC[C@@H]2CCCO2)cc1" charge=0 gap_ev=9.122 e_homo_ev=-8.517
C 1.568 3.378 -0.702 -1.042
H 1.039 3.141 -1.624 0.240
O 2.369 2.256 -0.433 -0.203
C 3.204 2.278 0.642 0.710
C 3.274 3.316 1.563 -0.591
C 4.156 3.244 2.629 -0.645
C 4.972 2.141 2.790 -0.721
C 4.901 1.103 1.874 -0.536
C 4.033 1.154 0.798 0.677
C 3.965 0.030 -0.199 -1.027
N 2.619 -0.479 -0.354 -0.193
C 1.983 -0.432 -1.552 0.419
O 2.556 -0.159 -2.589 -0.691
C 0.530 -0.764 -1.511 0.220
C -0.290 -0.213 -2.494 -0.751
C -1.641 -0.469 -2.511 -0.629
C -2.220 -1.305 -1.550 0.805
C -1.399 -1.881 -0.584 -0.287
C -0.042 -1.607 -0.567 -0.572
H 0.570 -2.092 0.180 0.536
H -1.794 -2.555 0.160 0.204
O -3.558 -1.497 -1.694 -0.426
C -4.322 -2.192 -0.734 -0.797
C -5.002 -1.232 0.266 0.417
H -5.526 -0.466 -0.317 0.294
O -5.963 -1.959 1.016 -0.479
C -5.541 -2.089 2.366 -0.542
C -4.083 -1.632 2.424 -0.510
H -3.412 -2.468 2.225 0.145
H -3.826 -1.201 3.389 0.431
C -4.037 -0.616 1.285 -0.554
H -4.428 0.344 1.625 0.344
H -3.042 -0.462 0.876 0.286
H -6.175 -1.451 2.995 0.299
H -5.678 -3.130 2.673 0.308
H -5.115 -2.699 -1.293 0.245
H -3.742 -2.951 -0.205 0.305
H -2.283 -0.042 -3.265 0.449
H 0.161 0.420 -3.243 0.479
H 2.070 -0.559 0.487 0.300
H 4.635 -0.781 0.108 0.420
H 4.264 0.380 -1.194 0.351
H 5.539 0.239 1.992 0.352
H 5.660 2.086 3.620 0.374
H 4.200 4.060 3.335 0.386
H 2.647 4.187 1.457 0.409
H 2.172 4.278 -0.853 0.400
H 0.840 3.557 0.097 0.392

---

324
Properties=species:S:1:pos:R:3:mulliken_charge:R:1 method="wB97M-V/def2-TZVPD" charge=0 gap_ev=8.696 e_homo_ev=-8.235
C -0.180 -10.414 -0.051 -0.978
C 0.874 -10.542 1.119 0.430
C 2.323 -10.595 0.569 -1.111
O 0.934 -9.309 1.916 -0.340
H -0.088 -11.207 -0.830 0.355
H 0.055 -9.463 -0.570 0.019
H -1.198 -10.409 0.202 0.372
H 0.592 -11.350 1.798 0.385
H 3.040 -10.630 1.418 0.282
H 2.435 -9.569 0.081 0.168
H 2.616 -11.393 -0.154 0.356
H 0.259 -9.379 2.580 0.143
C -3.160 -8.187 3.270 -1.586
C -2.196 -7.600 4.347 2.033
C -2.475 -8.068 5.758 -1.773
O -0.864 -8.043 3.947 -0.519
H -3.177 -9.236 3.375 0.391
H -2.602 -7.879 2.405 0.391
H -4.118 -7.700 3.197 0.339
H -2.358 -6.527 4.300 -0.999
H -2.630 -9.111 5.763 0.479
H -3.367 -7.574 6.067 0.389
H -1.721 -7.702 6.452 0.397
H -0.368 -8.394 4.676 0.303
C -3.055 2.893 -5.037 -0.075
O -2.087 3.703 -5.790 0.116
C -2.691 4.463 -6.848 -0.764
C -1.771 5.439 -7.487 -0.572
N -1.457 6.576 -6.611 -0.341
C -0.349 7.357 -7.057 -0.659
C 0.154 8.171 -5.880 -0.785
O 0.357 7.391 -4.756 -0.100
C 0.718 8.170 -3.621 -0.517
H -3.800 2.441 -5.654 0.502
H -3.618 3.554 -4.349 -0.065
H -2.518 2.152 -4.500 -0.303
H -3.648 5.009 -6.478 0.279
H -2.986 3.801 -7.683 0.382
H -2.316 5.851 -8.411 0.315
H -0.820 4.970 -7.855 0.351
H -1.171 6.105 -5.746 0.142
H -0.732 8.122 -7.747 0.307
H 0.376 6.707 -7.525 0.403
H -0.595 8.872 -5.608 0.509
H 1.062 8.711 -6.217 0.354
H 1.075 7.529 -2.798 -0.243
H -0.183 8.742 -3.228 0.255
H 1.501 8.868 -3.854 0.465
C -4.135 5.611 -2.516 -0.446
O -4.463 6.896 -1.938 -0.540
C -3.457 7.615 -1.337 1.055
C -4.032 8.945 -0.720 -0.986
N -3.561 9.001 0.651 -0.274
C -4.308 8.190 1.605 -0.702
C -4.058 8.582 3.033 -0.143
O -4.452 9.914 3.045 -0.386
C -5.699 10.191 3.630 -0.730
H -5.081 5.159 -2.887 0.258
H -3.681 5.001 -1.714 0.234
H -3.401 5.794 -3.324 0.189
H -2.591 7.845 -1.974 -0.175
H -3.127 6.980 -0.506 -0.274
H -5.180 8.809 -0.714 0.326
H -3.608 9.780 -1.309 0.333
H -3.588 9.998 0.934 0.259
H -3.938 7.164 1.483 0.165
H -5.387 8.246 1.360 0.486
H -2.978 8.375 3.158 -0.006
H -4.722 8.029 3.684 0.373
H -5.782 9.739 4.636 0.304
H -6.554 9.899 2.971 0.274
H -5.788 11.246 3.515 0.299
C -4.008 1.134 -1.607 -0.602
O -2.697 0.534 -1.760 0.579
C -1.609 1.402 -1.449 -0.895
C -0.350 0.525 -1.384 1.229
N -0.230 -0.076 -0.078 1.011
C 0.908 -1.049 -0.103 0.014
C 1.005 -1.790 1.243 0.254
O -0.120 -2.700 1.396 0.632
C -0.060 -3.384 2.680 0.161
H -4.157 1.931 -2.281 0.084
H -4.323 1.510 -0.628 0.134
H -4.653 0.274 -1.853 0.190
H -1.784 1.884 -0.457 0.239
H -1.561 2.255 -2.165 0.193
H 0.592 1.005 -1.596 -0.907
H -0.455 -0.169 -2.225 -0.484
H -1.056 -0.568 0.139 -0.400
H 1.816 -0.433 -0.212 -0.269
H 0.874 -1.764 -0.874 -0.211
H 0.868 -1.082 2.049 0.179
H 1.974 -2.336 1.362 -0.704
H 0.996 -3.695 2.658 -0.627
H -0.762 -4.201 2.650 -0.018
H -0.195 -2.643 3.480 -0.215
C 3.288 -3.032 3.940 0.144
O 3.693 -1.814 3.293 0.402
C 5.017 -1.383 3.768 -0.515
C 5.724 -0.736 2.644 -1.212
N 5.079 0.357 1.978 0.794
C 5.898 0.954 0.896 -0.817
C 5.063 1.895 0.047 -0.748
O 4.177 1.088 -0.656 0.143
C 3.478 1.794 -1.700 0.072
H 3.443 -2.987 5.032 0.020
H 3.853 -3.951 3.649 0.423
H 2.190 -3.205 3.884 -0.892
H 5.507 -2.316 4.070 0.462
H 4.828 -0.653 4.615 0.119
H 6.224 -1.474 2.041 0.325
H 6.661 -0.401 3.139 0.583
H 4.192 -0.036 1.660 -0.449
H 6.342 0.145 0.299 0.250
H 6.711 1.556 1.403 0.284
H 5.651 2.430 -0.705 0.463
H 4.558 2.664 0.635 0.297
H 3.498 2.827 -1.471 1.010
H 2.458 1.318 -1.788 -0.942
H 3.945 1.564 -2.697 -0.251
C -1.364 -6.443 -3.839 -0.821
O -0.929 -5.113 -4.013 -0.395
C 0.283 -4.805 -3.269 -0.556
C 1.073 -3.695 -3.880 -0.663
N 0.388 -2.418 -3.908 0.788
C 1.279 -1.398 -4.612 -0.635
C 0.404 -0.378 -5.168 0.236
O -0.266 -0.919 -6.264 -0.504
C -1.679 -0.919 -6.344 0.224
H -0.864 -6.847 -3.007 0.466
H -1.175 -7.161 -4.629 0.246
H -2.433 -6.488 -3.687 0.116
H 0.845 -5.757 -3.145 0.744
H -0.038 -4.430 -2.309 0.152
H 1.292 -4.070 -4.926 0.433
H 2.030 -3.627 -3.390 -0.057
H -0.534 -2.640 -4.326 -0.294
H 1.792 -1.882 -5.414 0.526
H 2.008 -0.936 -3.940 -0.054
H 1.059 0.419 -5.515 0.272
H -0.236 0.018 -4.360 -0.112
H -2.161 -1.366 -5.413 -0.267
H -2.025 -1.499 -7.203 0.292
H -2.084 0.105 -6.461 0.118
C 2.003 -5.304 0.401 -0.931
O 2.740 -4.231 -0.188 0.208
C 4.102 -4.206 0.270 -0.956
C 4.901 -3.008 -0.262 0.213
N 4.671 -3.101 -1.716 -0.377
C 5.128 -1.904 -2.443 -0.002
C 4.998 -2.017 -3.912 -0.382
O 5.423 -0.802 -4.538 -0.191
C 5.296 -0.907 -5.920 -0.811
H 1.921 -5.318 1.508 0.142
H 2.308 -6.275 0.099 0.648
H 0.973 -5.157 0.070 -0.037
H 4.697 -5.075 -0.069 0.516
H 4.118 -4.087 1.370 0.056
H 5.987 -3.096 -0.020 0.629
H 4.429 -2.107 0.218 -0.284
H 3.643 -3.220 -1.762 0.143
H 6.204 -1.826 -2.267 0.518
H 4.548 -1.041 -2.031 -0.212
H 4.008 -2.305 -4.186 -0.193
H 5.511 -2.872 -4.330 0.470
H 4.496 -1.611 -6.168 0.394
H 6.227 -1.202 -6.421 0.250
H 5.010 0.121 -6.270 0.143
C 0.541 -0.854 6.255 0.105
O 1.467 0.101 6.697 -0.479
C 2.767 0.061 6.132 0.700
C 3.450 1.351 6.564 -0.935
N 4.582 1.502 5.663 0.036
C 5.400 2.703 5.951 -1.080
C 6.569 2.668 5.045 0.226
O 7.253 3.904 5.176 -0.403
C 8.341 3.941 4.277 -0.664
H -0.154 -0.512 5.470 -0.061
H -0.068 -1.189 7.064 0.268
H 1.003 -1.737 5.772 -0.187
H 2.701 0.003 5.039 -0.490
H 3.278 -0.847 6.485 0.292
H 3.828 1.334 7.604 0.437
H 2.720 2.194 6.459 0.304
H 4.419 1.583 4.696 0.048
H 5.710 2.662 6.960 0.388
H 4.993 3.692 5.868 0.376
H 6.188 2.430 4.054 -0.083
H 7.231 1.880 5.279 0.361
H 8.705 4.997 4.323 0.297
H 8.042 3.787 3.209 0.216
H 9.246 3.363 4.502 0.295
C 2.153 6.146 -0.497 -0.869
O 1.257 5.728 0.413 -0.066
C -0.063 6.051 0.062 -0.378
C -0.884 6.171 1.358 -0.862
N -1.164 7.533 1.781 0.285
C -0.020 8.384 2.030 -0.898
C 0.939 7.808 3.025 -0.314
O 0.286 7.475 4.257 -0.293
C -0.207 8.519 5.063 -0.627
H 3.112 6.093 -0.018 0.340
H 2.011 7.236 -0.775 0.319
H 2.147 5.670 -1.443 0.116
H -0.500 5.330 -0.606 0.545
H -0.202 6.978 -0.469 0.457
H -0.343 5.682 2.167 0.075
H -1.914 5.672 1.277 0.271
H -1.786 7.975 1.175 0.066
H -0.361 9.409 2.282 0.586
H 0.595 8.502 1.155 0.285
H 1.885 8.387 3.197 0.445
H 1.445 6.826 2.706 -0.081
H -0.918 9.086 4.498 0.230
H 0.615 9.272 5.361 0.252
H -0.559 8.070 6.004 0.213
C -3.337 -0.088 1.841 -0.110
O -4.657 -0.432 2.250 -0.377
C -5.680 -0.447 1.242 -1.201
C -5.425 -1.518 0.187 2.507
N -6.533 -1.546 -0.759 -0.261
C -7.000 -2.886 -1.140 0.015
C -8.184 -3.299 -0.344 -1.094
O -7.952 -3.400 1.003 -0.341
C -7.239 -4.598 1.290 -0.292
H -2.680 -0.127 2.724 0.266
H -3.214 0.841 1.334 0.320
H -2.969 -0.780 1.036 -0.290
H -5.875 0.595 0.828 0.222
H -6.654 -0.616 1.756 0.473
H -5.390 -2.481 0.690 -0.634
H -4.467 -1.425 -0.307 -1.067
H -7.281 -1.051 -0.332 0.469
H -6.179 -3.629 -1.168 -0.083
H -7.270 -3.007 -2.196 0.370
H -8.585 -4.271 -0.784 0.349
H -8.932 -2.512 -0.415 0.418
H -7.520 -4.921 2.337 0.214
H -6.139 -4.523 1.083 -0.162
H -7.759 -5.332 0.684 0.420
C 0.783 3.663 -3.624 -0.273
O 2.167 3.462 -3.879 0.289
C 2.522 3.846 -5.215 -1.036
C 3.987 3.519 -5.581 0.184
N 4.866 4.551 -5.085 -0.235
C 6.272 4.326 -5.274 -1.269
C 6.837 3.051 -4.876 -0.102
O 6.859 2.831 -3.472 -0.326
C 7.188 1.460 -3.219 -0.210
H 0.614 3.432 -2.604 -0.056
H 0.116 3.052 -4.253 0.203
H 0.582 4.638 -3.994 0.009
H 2.360 4.919 -5.362 0.112
H 1.814 3.315 -5.839 0.467
H 3.977 3.502 -6.672 0.256
H 4.164 2.514 -5.152 -0.158
H 4.704 4.800 -4.165 0.289
H 6.788 5.112 -4.748 0.483
H 6.535 4.480 -6.341 0.346
H 7.877 2.953 -5.265 0.436
H 6.270 2.324 -5.456 0.116
H 7.325 1.405 -2.132 0.040
H 8.146 1.196 -3.630 0.525
H 6.424 0.810 -3.622 -0.019
C -4.806 -7.263 -5.979 -0.881
O -4.484 -6.048 -5.353 -0.124
C -5.119 -4.903 -5.955 -0.950
C -4.608 -3.700 -5.251 -0.250
N -4.918 -3.615 -3.806 -0.231
C -4.150 -2.440 -3.172 0.284
C -3.152 -3.086 -2.165 0.364
O -3.873 -3.888 -1.284 0.130
C -3.126 -4.748 -0.501 -0.449
H -4.543 -8.083 -5.269 0.218
H -4.161 -7.388 -6.846 0.333
H -5.901 -7.359 -6.139 0.320
H -6.218 -5.014 -5.867 0.427
H -4.851 -4.844 -7.004 0.424
H -4.850 -2.734 -5.685 0.500
H -3.533 -3.762 -5.335 0.075
H -4.669 -4.471 -3.326 0.330
H -4.783 -1.853 -2.539 -0.264
H -3.548 -1.838 -3.898 -0.623
H -2.531 -2.298 -1.651 -0.435
H -2.502 -3.805 -2.703 0.272
H -2.525 -4.200 0.237 -0.010
H -2.339 -5.294 -1.056 -0.113
H -3.823 -5.391 -0.017 0.459
C 0.679 1.789 3.586 -0.081
C 0.325 2.564 2.348 0.366
O -0.806 2.024 1.710 -0.340
H -0.218 1.547 4.184 0.047
H 1.384 2.441 4.087 0.395
H 1.224 0.829 3.268 -0.271
H 1.182 2.553 1.582 -0.103
H 0.109 3.630 2.633 -0.044
H -0.408 1.241 1.288 0.115
C -3.737 -3.814 3.112 1.427
C -3.597 -2.871 4.305 -0.043
O -3.792 -3.661 5.498 -0.520
H -3.126 -4.741 3.258 -0.848
H -3.450 -3.312 2.212 -0.889
H -4.815 -4.123 3.074 0.596
H -4.352 -2.070 4.188 0.219
H -2.611 -2.377 4.445 -0.066
H -4.473 -4.272 5.288 0.250
C -1.807 -3.633 8.369 -0.873
C -1.612 -4.978 7.636 -0.281
O -1.274 -4.844 6.309 0.534
H -2.812 -3.196 8.207 0.295
H -1.051 -2.984 7.964 -0.081
H -1.620 -3.699 9.489 0.324
H -2.608 -5.526 7.722 0.166
H -0.785 -5.571 8.146 0.358
H -1.964 -4.452 5.789 -0.222
C 3.661 -4.988 7.400 -1.220
C 2.129 -4.706 7.195 0.377
O 1.764 -5.349 5.996 -0.498
H 4.170 -4.463 6.615 0.199
H 3.954 -6.007 7.512 0.381
H 3.951 -4.449 8.343 0.343
H 2.073 -3.613 6.990 -0.130
H 1.539 -5.023 8.047 0.345
H 0.793 -5.290 5.805 0.191

---

12
Properties=species:S:1:pos:R:3:mulliken_charge:R:1 method="wB97M-V/def2-TZVPD" charge=0 gap_ev=8.624 e_homo_ev=-8.275
C 1.099 0.430 0.776 -0.152
C -1.026 0.078 -0.410 0.122
H 0.771 -0.924 -1.964 0.252
H 1.146 0.688 -2.069 0.224
H 0.480 0.433 1.683 0.288
H -1.360 0.401 -1.413 0.375
H -2.131 -0.863 2.203 0.363
N 1.133 -0.123 -1.494 -0.613
N 0.375 0.108 -0.342 0.208
N -1.884 -0.197 0.478 -0.443
O -1.342 -0.664 1.664 -0.367
S 2.740 0.632 0.888 -0.258

---

21
Properties=species:S:1:pos:R:3:mulliken_charge:R:1 method="wB97M-V/def2-TZVPD" smiles="C=CO[P@](=O)(OCl)c1ccccc1" charge=0 gap_ev=8.942 e_homo_ev=-9.785
C 2.578 0.671 -1.224 -0.419
C 2.425 -0.604 -1.725 -0.513
C 1.477 1.267 -0.579 -0.347
C 1.182 -1.220 -1.696 -0.517
C 0.281 0.659 -0.471 -0.233
C 0.077 -0.585 -1.048 0.568
C -2.899 -0.048 0.845 0.001
C -2.545 -0.677 1.964 -0.647
O -2.416 -0.219 -0.456 -0.376
O -1.940 -1.621 -2.550 -0.660
O -1.430 -2.662 -0.253 -0.333
P -1.541 -1.317 -1.189 0.953
Cl -2.645 -3.888 -0.155 0.023
H 3.563 1.104 -1.033 0.344
H 3.235 -0.905 -2.457 0.265
H 1.597 2.266 -0.129 0.308
H 1.053 -2.108 -2.180 0.473
H -0.553 1.050 0.148 0.250
H -3.636 0.740 0.680 0.343
H -2.959 -0.523 2.900 0.316
H -1.740 -1.406 1.844 0.201